1.
71
Properties=species:S:1:pos:R:3:lowdin_spin:R:1 method="wB97M-V/def2-TZVPD" s2=2.013 total_charge=-1 fmax_ev_per_a=2.224 multiplicity=3 energy_ev=-371186.591 e_above_lowest_kj_mol=38.27 e_lumo_ha="0.0792 / 0.0786"
H -11.602 -15.384 -9.339 0.0002
H -16.442 -12.369 1.108 0.0000
H -16.826 -11.047 -0.967 0.0000
C -18.455 -11.984 -5.486 -0.0015
H -12.370 -20.446 -1.098 0.0000
N -13.738 -12.132 -1.661 0.0021
C -14.166 -9.190 -7.197 0.0005
H -14.310 -7.116 -7.789 0.0000
N -15.285 -15.945 -4.418 -0.0038
C -14.080 -11.504 -6.047 0.0055
O -16.543 -13.390 -5.577 0.0122
C -13.229 -15.623 -6.369 0.0037
C -17.495 -12.791 -4.913 0.0070
C -15.085 -7.414 -5.773 0.0005
C -15.930 -11.593 -0.804 0.0000
Br -18.826 -13.528 -1.130 -0.0001
C -14.503 -7.841 -6.986 -0.0001
C -17.480 -13.047 -3.559 0.0067
Br -17.963 -11.362 -7.200 0.0002
C -14.712 -10.760 -3.994 0.0023
H -13.280 -20.660 -2.584 0.0000
H -13.767 -9.513 -8.144 0.0000
N -13.707 -12.155 -7.113 -0.0004
H -12.628 -13.370 -0.474 0.0001
C -15.282 -8.341 -4.775 0.0000
C -14.388 -10.064 -6.164 0.0003
C -19.555 -11.531 -4.689 0.0000
C -15.711 -12.327 0.331 0.0006
Br -21.143 -11.446 -2.309 0.0000
C -14.287 -16.347 -3.583 0.0118
N -15.021 -10.599 -2.801 0.0014
C -12.255 -15.135 -8.510 0.0029
H -16.833 -16.435 -5.743 0.0001
C -11.163 -18.170 -2.856 -0.0003
S -13.354 -15.022 -3.035 -0.0030
Br -20.812 -10.290 -5.408 0.0001
C -13.379 -13.483 -7.190 0.0045
Si -12.863 -18.286 -2.147 -0.0008
N -13.713 -14.356 -6.239 0.0002
H -14.094 -20.028 -1.137 0.0000
H -10.352 -18.678 -2.330 0.0000
C -12.672 -13.850 -8.387 -0.0012
C -14.488 -12.954 0.466 0.0003
H -12.506 -17.786 0.188 0.0000
H -16.420 -18.848 -5.566 -0.0002
C -13.141 -17.310 -0.583 -0.0002
C -13.205 -20.041 -1.698 0.0000
C -14.838 -9.633 -4.935 0.0003
O -16.412 -13.715 -3.157 0.0092
C -13.574 -12.854 -0.539 0.0004
H -10.930 -17.116 -2.928 -0.0002
H -15.416 -6.382 -5.669 0.0000
H -12.911 -16.276 -0.773 0.0000
H -12.451 -13.002 -9.023 -0.0001
C -14.872 -18.643 -4.138 0.0068
C -18.649 -12.794 -2.858 -0.0022
H -14.717 -19.690 -4.005 0.0005
H -13.351 -16.318 -5.567 0.0003
C -16.049 -16.804 -5.081 0.0056
C -14.877 -11.444 -1.722 0.0012
V -15.023 -13.847 -4.503 1.9268
C -19.690 -11.970 -3.377 0.0001
N -14.284 -11.861 -4.732 0.0020
H -12.135 -17.068 -7.484 -0.0001
H -15.785 -8.023 -3.885 0.0000
H -14.255 -13.555 1.327 0.0000
H -14.136 -17.508 -0.297 0.0000
H -11.189 -18.623 -3.833 0.0000
C -14.097 -17.739 -3.427 -0.0006
C -15.848 -18.159 -4.984 -0.0006
C -12.516 -16.045 -7.472 -0.0013

=====

2.
85
Properties=species:S:1:pos:R:3:lowdin_charge:R:1 method="wB97M-V/def2-TZVPD" total_charge=+3 fmax_ev_per_a=0.963 multiplicity=1 energy_ev=-128712.993 e_above_lowest_kj_mol=0.00 e_lumo_ha=-0.3411
C 1.690 0.044 -4.315 -0.1613
H 2.032 -0.882 -4.778 0.1265
H 3.539 -3.621 1.640 0.1337
C 3.551 3.811 0.595 -0.3177
H -1.268 -3.054 4.312 0.1014
H 1.992 2.559 -2.855 0.0971
C -0.117 1.790 -4.314 -0.1596
C -2.082 4.926 0.408 -0.0501
C 0.458 0.578 -5.047 -0.1716
H 2.468 -5.581 0.523 0.1394
H -3.950 0.973 2.176 0.0937
H 4.142 7.143 0.332 0.1230
N -2.322 -1.322 3.810 -0.0973
C -2.199 5.890 -0.589 -0.0230
N -1.536 -1.728 -0.900 -0.0094
C -4.497 0.202 -1.955 -0.0926
H -1.146 0.665 -2.810 0.1034
C -0.106 5.198 -1.544 -0.0724
H -3.187 1.554 3.655 0.1160
C 0.208 -3.169 -0.154 -0.2595
C 1.842 1.974 -1.942 -0.2212
H 6.805 3.855 -0.340 0.1222
C 5.583 5.597 -0.043 -0.0301
C -1.063 -2.910 -0.828 -0.0338
H -4.971 1.147 -1.727 0.1161
H 0.568 2.637 -4.400 0.1124
C -2.731 -1.407 -1.601 -0.2750
C -3.335 -0.183 -1.317 -0.0571
H -4.227 -1.823 4.602 0.1093
H -3.062 6.542 -0.605 0.1262
H 2.512 0.761 -4.385 0.1204
N 0.799 -2.115 0.435 -0.0435
H 6.379 6.289 -0.283 0.1245
H 2.801 1.835 1.107 0.0830
C -1.213 -2.249 3.588 0.0004
H -1.266 -2.670 2.584 0.0830
H -1.059 2.102 -4.768 0.1277
C 5.822 4.226 -0.079 -0.0366
C 1.962 -2.288 1.063 -0.0911
C 2.438 2.856 0.992 -0.2079
C 4.328 6.078 0.300 -0.0368
C 0.018 4.219 -0.548 -0.3128
H 2.800 1.495 -1.724 0.1026
H -4.420 0.294 3.745 0.0880
H 2.336 5.569 0.914 0.1206
Br -6.643 -0.138 -3.767 0.8707
H -1.586 -3.764 -1.254 0.1509
H -2.824 -3.165 -2.861 0.1205
C -0.382 1.449 -2.850 -0.2068
Si 1.418 3.081 -0.495 0.9444
H 0.277 -5.253 -0.631 0.1404
C -1.211 6.031 -1.557 -0.0353
C 1.997 -4.607 0.504 0.0236
Sn -0.355 -0.088 0.232 1.4520
H -2.846 4.841 1.169 0.1172
H 0.719 0.847 -6.069 0.1246
C 2.595 -3.521 1.122 0.0101
H 2.240 -0.598 -2.314 0.1194
H 2.400 -1.417 1.535 0.1248
H -2.908 0.463 -0.554 0.0718
H 1.947 3.156 1.918 0.1052
H -3.294 -0.671 5.582 0.1085
H -0.303 -0.208 -5.102 0.1206
C -4.458 -1.856 -3.211 -0.0784
C -3.231 -1.552 4.948 0.0110
O -1.666 -0.143 2.011 -0.2748
H -0.771 2.318 -2.313 0.1050
C -5.065 -0.643 -2.902 -0.6763
H -0.880 3.356 1.226 0.0952
H -4.895 -2.501 -3.962 0.1227
C 4.808 3.333 0.222 -0.0364
H 0.663 5.320 -2.299 0.1181
C -0.975 4.095 0.437 -0.0983
C -3.295 -2.235 -2.569 0.0035
N 0.806 0.930 -2.122 -0.3105
H -1.301 6.793 -2.319 0.1256
C 0.777 -4.427 -0.142 0.0434
C -2.483 -0.317 2.977 -0.4442
H 0.597 -1.027 -2.806 0.1095
C 1.360 -0.239 -2.854 -0.2039
H -2.844 -2.371 5.545 0.0985
H -0.258 -1.736 3.702 0.1011
C -3.590 0.670 3.156 0.0455
H 5.002 2.267 0.192 0.1187
C 3.309 5.190 0.617 -0.0476

=====

3.
27
Properties=species:S:1:pos:R:3:nbo_charge:R:1 method="wB97M-V/def2-TZVPD" s2=8.859 total_charge=-1 fmax_ev_per_a=3.077 multiplicity=6 energy_ev=-62941.199 e_lumo_ha="0.1219 / 0.1188"
S -1.142 -0.962 0.536 -0.3206
H -0.377 2.625 -2.005 -0.0272
H 1.331 0.196 4.229 0.1970
H -1.426 2.126 -0.170 -0.0020
C -0.755 -1.576 -3.633 -0.3025
H -0.561 2.476 3.683 0.1752
C 0.945 0.883 3.447 -0.3352
H 2.517 -0.265 -2.592 0.2381
C 1.154 -2.105 -2.174 -0.4542
H -1.049 -3.405 -2.352 0.2342
C 1.456 -0.754 -2.821 -0.4484
C -0.542 0.029 1.858 0.2380
C 0.059 -0.391 -3.620 -0.4159
H 1.790 -2.608 -1.341 0.2318
C -0.329 -2.527 -2.667 -0.4719
P -0.600 1.479 -1.188 0.0691
H 1.477 -0.428 1.710 0.4146
H -0.804 0.993 4.759 0.1974
H -2.287 0.776 2.593 0.4034
H -0.259 0.592 -4.177 0.2286
H 0.575 1.537 -0.348 -0.0117
Mn -0.138 -0.777 -1.429 0.5741
H -1.615 -1.743 -4.395 0.2255
N -1.283 0.656 2.782 -0.6487
N 0.744 0.042 2.260 -0.6107
H 1.598 1.764 3.278 0.1860
C -0.477 1.367 3.778 -0.5638

=====

4.
64
Properties=species:S:1:pos:R:3:nbo_charge:R:1 method="wB97M-V/def2-TZVPD" s2=3.765 total_charge=+2 fmax_ev_per_a=0.612 multiplicity=4 energy_ev=-87331.303 e_above_lowest_kj_mol=0.00 e_lumo_ha="-0.2193 / -0.2891"
O -1.092 2.799 3.047 -0.9714
H -2.455 -1.904 -0.655 0.2685
C 0.114 -2.055 -4.660 -0.5308
H 3.018 -3.373 -1.777 0.2539
S -0.600 1.850 4.013 2.1657
H 0.619 -0.289 -5.770 0.2467
H 2.521 -1.450 -0.799 0.4271
O 0.753 1.358 3.864 -0.9731
N -1.032 -1.277 2.219 -0.2889
C -2.134 -1.722 1.507 0.1700
H 1.369 -0.058 2.571 0.3128
H -2.398 0.357 4.707 0.2800
N -3.437 -2.031 2.065 0.5270
P -1.715 1.832 -2.624 2.5730
H 0.860 3.909 5.634 0.2334
H -0.456 4.320 6.737 0.2486
H -0.843 -0.111 -4.798 0.2882
P 0.472 2.546 -0.812 2.5624
O -2.941 2.514 -1.954 -0.9567
O -0.627 2.443 0.333 -1.0304
H 4.041 -0.853 -2.646 0.2418
H 2.870 0.779 -4.269 0.2660
C -0.967 -0.920 3.651 -0.2293
C -1.819 -1.702 0.190 -0.0142
O -1.749 1.728 -4.075 -1.0767
C -0.057 -1.048 1.323 0.4887
N -0.526 -1.254 0.078 -0.5799
H -0.604 -2.480 -5.360 0.2882
H -0.455 3.054 1.076 0.5642
H 0.630 -3.815 -1.329 0.2573
C 3.043 -0.436 -2.498 -0.2438
H -0.662 4.556 4.995 0.2381
O -4.216 -2.554 1.306 -0.3070
H 1.734 -0.015 0.862 0.2547
Re 0.192 -0.500 -1.749 1.6773
H -2.895 2.660 -0.994 0.5381
O -1.509 0.443 -1.877 -1.0296
C 2.277 -2.799 -2.334 -0.2471
C -1.703 0.402 3.872 -0.6794
O 1.021 1.057 -0.928 -1.0641
N 0.922 0.112 -3.707 -0.6337
H 0.089 -0.827 3.886 0.2579
C 2.403 -0.106 -3.839 -0.2507
H 0.730 1.114 -3.798 0.4548
H -0.257 1.814 6.322 0.2540
H -1.851 2.480 5.911 0.2480
O -3.635 -1.729 3.225 -0.3538
C -0.789 2.506 5.667 -0.6423
H 1.073 -2.538 -4.840 0.2364
H -2.293 0.653 2.992 0.2618
C 0.949 -3.536 -2.334 -0.5301
C -0.221 3.913 5.755 -0.6226
H 3.127 0.451 -1.872 0.2586
H -1.393 -1.729 4.233 0.2639
H 1.954 -1.527 1.791 0.2481
C 1.329 -0.640 1.653 -0.7224
O 1.493 3.557 -0.665 -1.0245
N 2.178 -1.416 -1.758 -0.6368
H 2.553 -0.916 -4.551 0.2137
S -0.439 -2.532 -2.976 0.4273
H 1.016 -4.453 -2.919 0.2792
H 2.657 -2.711 -3.350 0.2201
C 0.157 -0.546 -4.813 -0.2595
O -0.395 2.645 -2.156 -1.0967

=====

5.
52
Properties=species:S:1:pos:R:3:nbo_charge:R:1 method="wB97M-V/def2-TZVPD" s2=6.065 total_charge=+2 fmax_ev_per_a=0.120 multiplicity=5 energy_ev=-53925.375 e_lumo_ha="-0.1696 / -0.3379"
H -0.637 -0.773 3.738 0.2266
H -1.837 -2.404 -3.206 0.2468
C -3.750 -1.608 -0.615 -0.2463
H -0.116 -1.534 -1.879 0.2456
N -0.621 2.095 1.570 -0.4263
C 1.811 -0.235 4.705 -0.0951
C 0.243 2.761 -3.273 -0.1965
C 1.509 1.609 -1.589 0.1214
S -1.641 4.412 2.752 0.4266
H 4.715 -1.392 2.401 0.2510
C 0.161 -1.070 3.072 -0.4678
C 1.489 -0.832 3.450 -0.1586
H 3.327 0.323 6.090 0.2459
H 0.041 1.751 -5.157 0.2409
C 2.604 -1.206 2.644 -0.0028
C 1.176 0.599 -3.744 -0.1938
C -2.145 -2.421 -2.164 -0.2463
C -1.045 3.062 2.069 0.0452
H -3.912 0.385 -2.283 0.2459
H -4.625 -0.974 -0.501 0.2460
H -0.306 3.636 -3.592 0.2385
H 2.314 -0.301 -2.156 0.2252
H 1.366 -0.213 -4.434 0.2364
C -0.943 -1.831 -1.238 -0.2410
H 2.924 1.046 -0.246 0.4076
Pd 0.649 0.432 1.141 0.7302
C -2.545 -1.042 0.324 -0.2366
C 4.164 -0.539 4.308 -0.1279
H -2.380 -3.436 -1.853 0.2467
H -0.067 -1.813 2.318 0.2130
C -1.829 0.354 -1.456 -0.2496
H -2.688 -0.222 -3.436 0.2459
H -0.628 -2.599 -0.535 0.2375
N 2.036 1.539 -0.255 -0.8478
H 0.640 3.555 -1.318 0.2162
H 2.202 2.467 0.120 0.4070
N -1.460 -0.688 -0.544 -0.2989
C 3.907 -1.082 3.049 -0.2369
H -3.981 -2.630 -0.324 0.2478
C 1.711 0.547 -2.463 -0.2783
H 0.996 0.073 5.347 0.2213
Cl 2.269 -1.746 1.005 0.0196
H -2.194 1.223 -0.911 0.2374
C 0.435 1.702 -4.151 -0.2320
N -3.260 -1.558 -1.952 -0.1924
H -2.242 -1.821 1.019 0.2354
C -3.021 -0.228 -2.401 -0.2463
C 3.112 -0.105 5.120 -0.2172
H 5.187 -0.446 4.646 0.2442
H -2.898 -0.169 0.870 0.2398
C 0.776 2.717 -1.992 -0.2193
H -0.989 0.627 -2.089 0.2661

=====

6.
24
Properties=species:S:1:pos:R:3:nbo_charge:R:1 method="wB97M-V/def2-TZVPD" fmax_ev_per_a=3.613 multiplicity=1 energy_ev=-33142.388 e_above_lowest_kj_mol=0.00 e_lumo_ha=-0.0206
C -2.973 -0.021 0.193 0.7966
O -0.613 0.503 -2.197 -0.5838
N -2.023 0.267 1.240 -0.6252
H 0.509 2.271 -0.986 0.2576
H -3.014 -0.721 -1.610 0.4227
C -0.929 0.982 1.073 0.5443
H 3.676 -1.206 -0.340 0.2084
C -0.917 -0.221 -1.286 0.5878
O 1.812 0.053 -0.766 -0.6408
H 3.730 -2.092 1.189 0.1879
C -0.199 -1.014 -0.441 -0.4024
C 0.297 2.691 -0.016 -0.2843
H 1.150 2.476 0.571 0.2044
C 3.363 -2.084 0.129 -0.2619
O 1.938 -2.105 -0.083 -0.5069
O -0.951 1.924 0.143 -0.4338
H 0.135 3.725 -0.114 0.2028
H -0.149 1.013 1.866 0.2127
C 1.291 -1.007 -0.476 0.7627
O -4.133 -0.072 0.501 -0.5917
Cl -0.945 -2.243 0.592 -0.0236
H -2.308 0.203 2.195 0.4371
H 3.645 -3.031 -0.405 0.2000
N -2.392 -0.292 -0.974 -0.6708

=====

7.
39
Properties=species:S:1:pos:R:3:nbo_charge:R:1 method="wB97M-V/def2-TZVPD" s2=1.067 total_charge=+1 fmax_ev_per_a=0.533 multiplicity=2 energy_ev=-93935.493 e_lumo_ha="-0.1393 / -0.1288"
C -1.747 0.211 1.523 0.0657
H -2.646 0.531 1.014 0.2084
C 0.524 -1.581 -2.538 -0.0901
H 4.789 -1.938 -3.636 0.2347
H 0.753 -0.780 6.567 0.4244
H 6.098 -0.152 -2.545 0.2323
C -3.507 1.140 -1.710 0.7208
H -3.952 3.174 -1.335 0.2608
H 1.231 -0.814 0.689 0.2229
S -1.169 -1.893 -2.455 -0.2480
H -5.088 -0.103 -2.019 0.4214
H -2.555 0.436 3.494 0.2693
C 4.305 -1.216 -2.992 -0.1826
C 4.407 0.723 -1.547 -0.1868
H 1.486 -0.955 3.105 0.2205
C 2.935 -1.267 -2.759 -0.2515
S -1.765 0.106 5.962 -0.0580
C 0.540 -0.611 2.715 -0.2226
H -5.350 2.233 -1.918 0.2359
N -4.120 -0.032 -1.757 -0.7535
C 2.311 -0.333 -1.933 0.1827
O -2.286 1.223 -1.439 -0.7287
N 0.681 -0.726 5.564 -0.7459
N 0.938 -0.555 -1.829 -0.6402
H 4.999 1.499 -1.081 0.2294
H 1.481 -0.986 5.018 0.3939
S 1.764 -2.397 -3.398 0.4887
H -3.583 -0.881 -1.658 0.4246
C -1.697 0.158 2.898 -0.2060
Co -0.775 0.078 -1.248 1.1852
C -4.277 2.383 -2.006 -0.7069
H -4.043 2.692 -3.026 0.2670
H 2.554 1.401 -0.680 0.2235
C 5.032 -0.213 -2.377 -0.2034
C -0.482 -0.312 5.041 0.0621
N -0.711 -0.129 0.744 -0.5294
C 0.415 -0.533 1.341 0.0599
C 3.044 0.674 -1.317 -0.2532
C -0.532 -0.259 3.527 -0.0276

=====

8.
27
Properties=species:S:1:pos:R:3:nbo_charge:R:1 method="wB97M-V/def2-TZVPD" total_charge=+1 fmax_ev_per_a=5.194 multiplicity=1 smiles="CCON1C(C)=NC2=CN(N)C[N@@H+]21" energy_ev=-16971.606 e_above_lowest_kj_mol=435.81 e_lumo_ha=-0.1275
C 1.557 1.113 0.274 0.1817
N 2.684 -0.860 0.189 -0.2756
H 0.442 -0.228 1.552 0.4409
H 4.295 -2.063 0.451 0.3977
H -2.202 -0.814 -1.431 0.2283
C 2.756 0.510 0.117 -0.0047
H -1.890 3.274 0.620 0.2619
C -2.360 -1.484 -0.562 -0.6185
H -3.108 -2.125 -0.857 0.2498
H 1.069 -1.101 -1.164 0.2167
H -2.924 -1.357 1.583 0.2142
H 4.033 -1.526 -1.220 0.3827
N 3.684 -1.766 -0.265 -0.6550
C -0.403 1.915 0.001 0.4309
N 0.522 -0.008 0.564 -0.2701
N 0.838 2.184 -0.024 -0.3913
H -2.252 2.303 -0.838 0.2389
H -3.676 -0.252 0.579 0.1917
H -1.296 -2.011 -0.423 0.1761
C 1.253 -1.161 -0.122 -0.0361
H -1.124 3.632 -0.831 0.2576
C -2.649 -0.745 0.670 -0.1007
C -1.497 2.856 -0.279 -0.6597
H 0.972 -2.150 0.354 0.2421
H 3.727 1.097 -0.150 0.2787
O -1.743 0.247 1.148 -0.3628
N -0.705 0.522 0.061 -0.0155